A) Formula: C17H13BiCl3GeN5O2S3
Source: the Open Molecules 2025 dataset
Level of theory: wB97M-V/def2-TZVPD

Values from the calculation:
net charge	+1
spin multiplicity	2

Cartesian coordinates (Å):
Bi: 0.40230 1.94849 1.35041
N: -3.33130 -2.57141 -4.74879
C: -2.78500 -2.21611 -3.56899
C: -3.53880 -1.48741 -2.63159
C: -2.99010 -1.13201 -1.42159
C: -1.67710 -1.48031 -1.14089
C: -0.90780 -2.19491 -2.04879
C: -1.45730 -2.56361 -3.25579
S: -0.94490 -0.95661 0.38471
O: 0.50480 -0.94121 0.24671
O: -1.46430 -1.65091 1.50881
N: -1.22810 0.69009 0.54811
C: -2.34490 1.27039 1.03061
N: -3.55650 0.77579 0.84881
C: -4.57690 1.49319 1.28321
C: -4.41350 2.72339 1.90711
C: -3.10900 3.14829 2.09431
N: -2.08530 2.42509 1.66821
H: -4.28030 -2.31961 -4.96239
H: -2.79360 -3.06501 -5.43919
H: -4.54730 -1.20221 -2.88629
H: -3.55180 -0.57481 -0.68839
H: 0.11500 -2.44051 -1.80649
H: -0.87140 -3.10441 -3.98429
H: -5.55190 1.05619 1.11461
H: -5.25280 3.30359 2.24291
H: -2.86440 4.07089 2.60271
S: 0.29430 0.28609 3.29061
C: 1.94330 0.03299 2.89151
N: 2.44070 0.78919 1.94011
C: 3.78130 0.55379 1.73561
C: 4.62520 1.21819 0.85101
C: 5.95460 0.84939 0.81061
C: 6.45210 -0.16251 1.63091
C: 5.63190 -0.81811 2.53081
C: 4.29720 -0.45111 2.57921
S: 3.03320 -1.07871 3.61841
H: 4.23860 2.00189 0.21651
H: 6.61680 1.36389 0.13071
H: 7.49220 -0.43791 1.56501
H: 6.01090 -1.58491 3.18711
Cl: 2.31700 2.97039 -1.74589
Ge: 1.36240 1.01549 -1.10929
Cl: -0.21970 0.87499 -2.60649
Cl: 2.83020 -0.42751 -1.76439


B) Formula: C17H13BiCl3GeN5O2S3
Source: the Open Molecules 2025 dataset
Level of theory: wB97M-V/def2-TZVPD

Values from the calculation:
net charge	+1
spin multiplicity	2

Cartesian coordinates (Å):
Bi: 2.99354 0.99155 -0.89396
N: -5.04393 -0.20754 2.26349
C: -3.75938 0.18877 2.07315
C: -3.45727 1.54340 1.84065
C: -2.15936 1.94599 1.63360
C: -1.14037 1.00031 1.65597
C: -1.41246 -0.33791 1.91012
C: -2.71037 -0.74781 2.11136
S: 0.52365 1.47386 1.38604
O: 1.39555 0.55276 2.06029
O: 0.69939 2.87295 1.61929
N: 0.88854 1.21484 -0.26998
C: 0.41239 2.12942 -1.18425
N: -0.79941 2.65743 -1.10599
C: -1.14060 3.52066 -2.05397
C: -0.29468 3.87298 -3.09696
C: 0.95712 3.29603 -3.08900
N: 1.31570 2.43500 -2.13741
H: -5.78609 0.46459 2.30864
H: -5.25549 -1.15998 2.49200
H: -4.26328 2.26636 1.83394
H: -1.91240 2.98388 1.46787
H: -0.59313 -1.03827 1.96689
H: -2.93364 -1.78852 2.31265
H: -2.13463 3.94461 -1.96289
H: -0.59285 4.56924 -3.86515
H: 1.69925 3.51687 -3.84648
S: 5.02515 0.09844 1.19435
C: 3.84061 -1.08595 1.10471
N: 2.88214 -1.01354 0.16634
C: 2.00807 -2.05463 0.22368
C: 0.90781 -2.27654 -0.61369
C: 0.18706 -3.43173 -0.44546
C: 0.52141 -4.36196 0.55579
C: 1.58082 -4.14619 1.41361
C: 2.32859 -2.98873 1.23982
S: 3.71532 -2.46478 2.13229
H: 0.62378 -1.54476 -1.35763
H: -0.65802 -3.62035 -1.09341
H: -0.05959 -5.26886 0.65638
H: 1.83498 -4.85304 2.19121
Cl: 0.48884 -0.47030 -3.87548
Ge: 2.52554 -0.44200 -3.13456
Cl: 3.07183 -2.53551 -2.98927
Cl: 3.67987 0.29894 -4.79857


So which one is most stable? That would be B), about 0.840 eV below the next structure.


A) Formula: C2H10N3O
Source: the Open Molecules 2025 dataset
Level of theory: wB97M-V/def2-TZVPD

Values from the calculation:
net charge	+1

Cartesian coordinates (Å):
C: 0.51321 0.65210 -0.48592
C: 0.76739 -0.84352 -0.47646
N: -0.36034 -0.35802 0.42074
N: 1.88901 -1.36559 0.08983
N: 1.48838 1.33005 0.14088
O: -3.00350 0.35185 0.08222
H: -0.25228 1.08309 -1.07768
H: 0.38453 -1.27353 -1.36242
H: -1.29106 -0.23820 0.08867
H: -0.33534 -0.45786 1.39502
H: 2.41288 -0.97777 0.77730
H: 2.11304 -2.28974 -0.07201
H: 2.47082 1.12867 -0.02438
H: -2.96220 0.61516 -0.84403
H: 1.18319 2.29803 0.41847
H: -3.97915 0.60279 0.24874


B) Formula: C2H10N3O
Source: the Open Molecules 2025 dataset
Level of theory: wB97M-V/def2-TZVPD

Values from the calculation:
net charge	+1

Cartesian coordinates (Å):
C: 1.81260 -0.30423 0.14542
C: -2.21371 -0.24737 -0.45740
N: 1.26841 0.86713 0.11469
N: -1.43865 0.90676 0.10419
N: 3.06796 -0.64367 -0.01738
O: -1.82999 -1.41455 0.17584
H: 1.11629 -1.13248 0.28943
H: -3.29183 -0.04980 -0.38498
H: 1.82783 1.69878 -0.03150
H: 0.18368 0.92177 0.13744
H: -1.72981 1.09117 1.06576
H: -1.65291 1.74453 -0.43383
H: 3.32797 -1.62193 -0.01855
H: 3.80203 0.03156 -0.18105
H: -1.92973 -0.32660 -1.51005
H: -2.32016 -1.52107 1.00197


So which one is most stable? That would be B), about 1.935 eV below the next structure.